No. 1
24
Properties=species:S:1:pos:R:3:forces:R:3:mulliken_charge:R:1 method="wB97M-V/def2-TZVPD" homo_lumo_gap_ev=5.23 de_lowest_kcal_mol=140.1 e_homo_ha=-0.461 total_charge=+1
C -0.16989 1.46474 0.09475 0.90 0.23 1.37 -1.376
C -2.90585 -0.92261 -1.82937 0.62 -0.96 -0.13 -0.781
C 2.88471 1.04168 2.19260 1.87 3.88 1.71 -0.850
C 0.83287 0.59668 0.93559 -1.21 0.39 1.56 0.259
C 0.46330 -0.81766 0.61608 0.94 0.14 1.02 0.367
N 0.83501 -1.52200 -0.42807 0.33 0.18 -2.89 0.312
N -0.32652 -1.65918 1.26351 -2.03 -1.90 0.24 0.168
N -1.70325 -0.49680 -2.50143 0.85 -0.75 1.14 -0.446
N 2.22627 0.91165 0.98069 -1.83 -1.10 -4.44 -0.288
O 0.29550 -2.53515 -0.68351 0.73 -0.93 -0.19 -0.108
O -0.63513 -2.71977 0.72844 0.47 2.04 1.25 -0.111
H -0.22379 1.41066 -0.96531 0.96 -0.35 -1.04 0.365
H -1.13661 1.05295 0.36842 -0.44 0.76 0.45 0.409
H 0.06522 2.49911 0.40823 -0.84 -0.41 -0.11 0.375
H -2.59004 -1.89591 -1.43000 -1.01 -0.02 0.26 0.249
H -3.15259 -0.25108 -1.02317 -0.28 0.18 0.31 0.269
H -3.72484 -1.01680 -2.53695 -0.46 -0.23 0.31 0.333
H 3.00815 0.18022 2.84304 -0.43 -0.28 -0.23 0.249
H 3.95461 1.40561 1.94603 -1.67 -0.58 0.61 0.303
H 2.35104 1.93255 2.72932 1.22 -1.58 0.07 0.341
H 0.39311 0.68541 1.97516 0.54 0.10 -0.71 0.229
H -1.32946 -1.31261 -3.01849 -0.30 1.90 -0.48 0.224
H 2.43496 1.53683 0.18406 0.41 -0.52 1.24 0.294
H -1.84682 0.43148 -2.84959 0.66 -0.21 -1.30 0.215

=====

No. 2
19
Properties=species:S:1:pos:R:3:forces:R:3:mulliken_charge:R:1 method="wB97M-V/def2-TZVPD" homo_lumo_gap_ev=9.67 de_lowest_kcal_mol=43.2 e_homo_ha=-0.330 smiles=Cc1nocc1[C@]1(C)CS1 total_charge=0
C -1.61860 -1.44042 0.56523 1.54 2.83 -1.44 -0.694
C -0.70303 -0.56450 0.03451 2.71 -1.58 1.02 0.284
C -1.43280 0.54425 -0.41849 -0.80 -1.26 0.94 0.556
C 1.72979 -0.57415 -0.93774 0.86 0.15 -0.65 -1.257
C 0.87431 -0.62314 0.25357 -2.99 0.44 -0.32 1.293
C -0.83930 1.68206 -1.16241 -1.91 -0.35 1.01 -1.375
C 1.24092 0.13050 1.54965 1.75 -1.67 0.43 -1.195
N -2.68531 0.34446 -0.07138 -0.77 1.73 -1.19 -0.618
O -2.81361 -0.87501 0.51047 -0.16 -0.33 0.00 -0.154
S 1.65521 -2.21198 -0.15234 0.42 0.12 0.46 -0.212
H -1.47129 -2.42631 0.80489 -0.15 -2.07 1.03 0.537
H 1.29536 -0.67927 -1.92426 -0.22 0.48 0.04 0.409
H 2.66205 0.03004 -0.92782 -0.59 -0.70 0.24 0.298
H -0.23900 2.16695 -0.47166 1.34 1.29 1.53 0.387
H -0.13930 1.27777 -1.84073 0.21 -0.06 -1.56 0.369
H -1.60343 2.40360 -1.43503 0.16 -0.17 -0.83 0.358
H 1.96429 0.95189 1.37557 -0.44 -0.39 -0.01 0.330
H 1.78094 -0.65090 2.22341 -1.07 1.60 -0.83 0.300
H 0.34280 0.51416 2.02454 0.11 -0.05 0.13 0.384

=====

No. 3
11
Properties=species:S:1:pos:R:3:forces:R:3:mulliken_charge:R:1 method="wB97M-V/def2-TZVPD" homo_lumo_gap_ev=7.29 de_lowest_kcal_mol=30.7 e_homo_ha=-0.051 total_charge=-2
C 1.02467 1.18664 0.45427 -1.41 -0.25 0.91 0.419
C -0.99843 -0.68080 1.02737 -1.34 0.65 -0.54 0.657
C 0.10907 -0.04040 0.01344 2.68 -1.93 2.06 0.240
N -0.23911 0.08639 -1.30903 -1.16 -2.30 -3.33 0.932
O 2.22515 1.16862 0.37899 1.58 -0.32 -0.47 -0.665
O -0.59314 -1.44055 1.89707 -0.23 0.63 -0.16 -0.626
O -1.14504 0.86803 -1.43267 -0.64 1.67 -0.71 -0.513
O 0.21856 2.02451 0.87154 -0.33 0.51 0.05 -0.638
O -2.11519 -0.21489 0.68897 1.01 -0.96 0.86 -0.676
O 0.15866 -0.65183 -2.23426 -0.23 1.61 0.69 -0.610
Br 1.35481 -2.30572 -0.35569 0.05 0.71 0.64 -0.519

=====

No. 4
190
Properties=species:S:1:pos:R:3:forces:R:3:mulliken_charge:R:1 method="wB97M-V/def2-TZVPD" homo_lumo_gap_ev="6.93 / 4.88" s2=0.782 spin_multiplicity=2 e_homo_ha="-0.190 / -0.190" total_charge=-1
Ag -31.65097 -13.59569 20.77538 0.71 0.22 -0.64 1.857
N -30.65842 -14.82447 22.21850 -3.58 -2.15 3.86 0.441
S -29.34912 -15.47049 22.60433 9.71 0.08 -3.63 0.392
O -28.97630 -16.57095 21.72430 -0.55 0.65 1.82 -0.738
O -28.82024 -15.41311 23.96438 -2.22 -1.34 -1.60 -0.743
F -28.45834 -14.26967 21.90054 -0.30 -0.34 0.49 -0.281
S -31.42546 -15.85596 23.38981 -4.76 1.36 1.95 0.190
O -31.52261 -15.28792 24.74623 0.22 -0.89 -2.71 -0.613
O -31.27173 -17.28896 23.27079 0.05 1.40 -0.17 -0.546
F -32.90279 -15.56403 22.76184 0.90 -0.42 0.87 0.000
C -28.16244 -11.29266 19.26639 3.04 0.51 -0.85 -1.246
C -26.99047 -11.66165 18.42198 1.12 0.41 -1.60 0.508
C -27.21658 -12.94258 17.53128 0.73 -0.46 0.90 0.321
O -26.28681 -13.12741 16.76596 -0.74 -0.66 -0.58 -0.683
C -28.35859 -13.82501 17.80696 2.80 1.42 -1.72 -0.657
C -29.30446 -13.46744 18.68567 -4.69 -2.22 1.55 0.627
C -29.20237 -12.19008 19.48462 -2.61 1.15 3.82 0.898
O -30.00588 -11.83874 20.48437 2.31 -1.49 -3.75 -0.730
O -30.35964 -14.24829 18.82692 2.31 2.36 0.03 -0.760
O -25.90039 -11.06726 18.19481 -3.52 -0.75 1.72 -0.669
H -28.08068 -10.35956 19.80402 -0.38 0.05 0.20 0.590
H -28.50175 -14.73671 17.24598 0.20 -0.04 -0.01 0.494
C -31.08412 -15.42204 15.62902 1.95 0.74 0.89 -1.054
O -32.43851 -15.43147 15.59942 -2.63 -0.61 0.04 -0.386
C -32.99555 -16.75093 15.65677 1.50 0.99 -0.92 -0.651
C -34.46902 -16.76129 15.41650 -0.61 -1.16 1.17 -1.049
N -35.35568 -16.71005 16.62471 1.04 0.23 -0.20 0.134
C -36.69716 -16.54330 16.16808 -2.12 0.33 0.70 -0.742
C -37.84463 -16.69773 17.19746 0.59 -0.61 1.15 -0.740
O -38.03992 -18.08143 17.53015 -0.05 -0.32 -0.97 -0.320
C -39.09056 -18.35797 18.44745 0.44 0.68 -0.54 -0.632
H -30.81752 -14.36582 15.59153 0.48 -0.07 -0.08 0.112
H -30.55520 -15.93320 14.82461 -0.29 -0.27 -0.41 0.481
H -30.72055 -15.79816 16.58529 0.26 -0.11 0.17 0.335
H -32.61218 -17.31620 16.50624 -0.46 0.21 0.68 0.261
H -32.47893 -17.23429 14.82757 -0.35 -0.53 -0.46 0.567
H -34.61986 -17.78068 15.06129 -0.27 -0.02 -0.97 0.548
H -34.79435 -16.02403 14.68254 0.22 -0.03 0.02 0.341
H -35.30034 -17.64809 16.99501 0.09 -0.07 0.55 0.292
H -36.97469 -17.26486 15.39969 0.01 -0.07 -0.58 0.407
H -36.82664 -15.52715 15.79554 0.14 0.07 -0.32 0.411
H -38.75741 -16.22636 16.83310 -0.23 -0.25 -0.52 0.440
H -37.68180 -16.21396 18.16055 0.61 0.54 0.02 0.268
H -38.70052 -18.21660 19.45541 -0.31 -0.08 0.26 0.127
H -39.47555 -19.36587 18.29242 0.40 -0.09 0.04 0.248
H -39.92767 -17.68826 18.25037 -0.16 0.22 0.21 0.352
C -31.26171 -9.11836 23.24283 0.70 0.14 0.08 -0.291
O -32.58264 -8.64983 23.29291 -0.34 1.54 -1.06 -0.213
C -32.58650 -7.20986 23.03445 -2.12 -0.84 -0.37 -0.542
C -34.07412 -6.79132 22.65291 0.53 1.02 0.72 -0.926
N -34.62318 -7.25377 21.39131 1.48 -1.05 0.58 -0.069
C -35.95541 -6.77465 21.07779 0.85 -0.87 0.44 -0.707
C -36.40559 -7.48924 19.85270 -0.09 -0.37 -0.85 -0.764
O -36.41183 -8.94064 20.06558 0.15 1.90 -0.41 -0.302
C -36.72242 -9.61783 18.85957 -0.12 0.76 0.45 -1.074
H -31.24025 -10.20533 23.16452 0.01 0.13 0.14 -0.190
H -30.71453 -8.75435 24.11241 0.13 -0.35 0.41 0.430
H -30.71782 -8.68495 22.40353 -0.06 -0.16 -0.43 0.122
H -31.92288 -6.89985 22.22724 0.15 -0.45 -0.26 0.250
H -32.21989 -6.73459 23.94429 -0.34 0.37 0.12 0.384
H -34.17777 -5.70898 22.57613 0.56 0.35 0.46 0.546
H -34.73902 -7.08406 23.46551 0.01 -0.16 0.47 0.382
H -34.61071 -8.25131 21.54898 -0.47 -0.45 -0.84 -0.050
H -35.85535 -5.70280 20.90684 -0.43 0.07 -0.06 0.438
H -36.70162 -7.00087 21.83942 -0.09 0.29 0.58 0.376
H -35.78231 -7.18086 19.01334 0.68 -0.61 -0.11 0.383
H -37.35464 -7.05565 19.53741 -0.80 -0.63 0.23 0.479
H -36.10367 -9.27879 18.02872 0.47 -0.09 -0.03 0.445
H -37.73181 -9.32026 18.57551 -0.41 -0.57 -0.09 0.374
H -36.57821 -10.68206 19.04593 -0.33 0.07 -0.17 0.392
C -30.62735 -8.30084 19.26245 -0.75 -1.17 1.37 -0.411
O -29.99704 -7.10602 18.99440 1.96 0.79 -0.89 -0.524
C -28.54798 -7.24624 18.78799 -0.69 0.85 0.43 0.292
C -27.90965 -5.85576 18.56358 0.16 0.11 0.05 -0.772
N -26.46922 -5.76060 18.93883 -1.63 -0.66 0.06 -0.382
C -25.59718 -6.82735 18.45055 0.16 1.36 0.11 -0.923
C -25.60745 -7.10778 16.94838 0.48 -1.04 -0.72 0.251
O -25.22739 -6.01500 16.13145 0.12 1.00 -0.59 -0.396
C -25.03120 -6.29974 14.73162 0.44 -0.61 0.85 -0.765
H -31.56155 -8.11577 19.79266 -0.46 0.47 -0.54 0.477
H -30.14938 -8.88913 20.04575 0.84 -0.22 -0.03 -0.107
H -30.81427 -8.98239 18.43261 0.10 0.21 -0.48 0.341
H -28.28483 -7.79981 17.88666 -0.51 -0.56 0.03 -0.229
H -28.15327 -7.77194 19.65744 0.22 0.07 0.14 0.195
H -28.45195 -5.05895 19.07261 -0.04 -0.26 0.47 0.407
H -28.08958 -5.62856 17.51282 0.22 0.01 -0.43 0.324
H -26.12221 -4.84297 18.69875 0.05 -0.13 -0.19 0.298
H -25.75420 -7.73352 19.03561 -0.35 -0.25 -0.39 0.280
H -24.63535 -6.47328 18.82152 0.49 -0.27 -0.58 0.457
H -26.54586 -7.52877 16.58747 -0.63 0.29 0.20 -0.167
H -24.93910 -7.94396 16.74292 0.50 -0.18 0.22 0.478
H -25.92926 -6.65895 14.22907 -0.22 -0.01 0.15 0.278
H -24.24044 -7.04048 14.61291 -0.08 -0.54 0.15 0.313
H -24.61666 -5.46761 14.16258 -0.44 0.60 0.61 0.275
C -25.12079 -16.55493 23.11249 0.20 -0.08 -0.47 -0.920
O -25.89216 -15.39030 23.28084 0.48 -0.15 0.92 -0.017
C -25.22028 -14.42029 24.04958 -0.52 3.20 0.26 -1.041
C -26.21779 -13.15932 24.11921 1.64 -2.50 -1.00 -0.311
N -27.33096 -13.55388 24.89616 -1.30 1.71 1.00 -0.386
C -28.45231 -12.55010 24.88160 0.89 -1.26 1.41 -0.266
C -29.42899 -12.84988 26.06822 1.26 1.21 -1.51 -0.568
O -30.35256 -11.76659 26.03548 -0.37 -0.02 -0.26 -0.091
C -31.30537 -11.71630 27.08459 0.66 0.01 -1.04 -0.840
H -24.67712 -16.88061 24.05334 0.06 -0.09 0.11 0.338
H -24.33984 -16.36728 22.37561 0.46 0.11 0.05 0.330
H -25.69795 -17.37113 22.67799 -0.48 0.23 0.26 0.207
H -24.31732 -14.00416 23.60282 0.27 -0.34 -0.90 0.484
H -24.85468 -14.61519 25.05777 -0.64 -1.22 0.34 0.430
H -26.36487 -13.10554 23.04052 -0.76 0.71 -0.40 -0.015
H -25.75605 -12.22884 24.44951 0.21 -0.13 0.27 0.510
H -27.65589 -14.47399 24.63554 0.19 0.41 -0.05 0.545
H -29.02246 -12.51670 23.95321 0.00 -0.02 -0.23 -0.267
H -27.97715 -11.58797 25.07301 -0.15 0.21 -0.17 0.679
H -28.86006 -12.77645 26.99506 0.02 -0.53 0.17 0.312
H -29.82079 -13.83713 25.82345 -0.62 -0.02 0.65 0.232
H -30.85138 -11.30820 27.98760 0.06 -0.40 0.41 0.305
H -31.71654 -12.72149 27.17751 -0.38 0.12 0.57 0.341
H -32.04371 -10.98052 26.76588 -0.29 -0.23 0.01 0.171
C -32.74248 -16.72416 20.02167 -0.14 0.09 -0.05 -0.732
O -33.07632 -15.37265 20.22263 -1.34 0.14 -0.76 1.318
C -33.98332 -14.95467 19.19032 -0.28 -0.34 0.45 -0.821
C -34.44387 -13.51835 19.44338 1.17 -0.42 -0.30 -0.315
N -33.24014 -12.68499 19.37352 -1.16 1.71 0.93 2.027
C -33.54325 -11.32354 19.89347 1.42 -0.98 -0.01 0.553
C -33.70974 -11.32243 21.42141 -0.57 0.46 -0.19 -0.068
O -32.93440 -12.26066 22.17090 -0.80 0.40 0.21 0.461
C -33.25040 -12.16593 23.56272 0.57 0.53 0.47 -0.760
H -32.02390 -17.03231 20.78114 0.03 0.07 -0.20 0.324
H -32.33745 -16.83018 19.01529 0.35 -0.23 -0.10 -0.219
H -33.65291 -17.31841 20.09970 -0.05 -0.26 0.06 0.043
H -34.83867 -15.62951 19.15775 -0.24 -0.14 0.19 0.075
H -33.48902 -15.11475 18.23212 0.13 0.50 -0.30 -0.827
H -34.92688 -13.44411 20.41769 0.00 -0.04 0.03 1.011
H -35.07967 -13.10750 18.65912 -0.83 -0.64 0.01 -0.227
H -33.13940 -12.54749 18.37801 0.95 -0.34 -0.45 -1.112
H -34.39504 -10.87850 19.37917 -0.64 -0.04 0.42 -0.377
H -32.73536 -10.66297 19.57876 0.47 -0.14 0.23 -0.474
H -34.76187 -11.53537 21.61056 -0.24 0.08 0.32 0.486
H -33.48341 -10.31039 21.75704 -0.12 0.10 0.27 -0.128
H -32.91772 -13.00569 24.17282 0.06 -0.54 -0.77 0.031
H -34.31122 -12.00263 23.75273 -0.19 -0.05 -0.27 0.383
H -32.69396 -11.33745 24.00101 -0.19 0.35 -0.04 -0.077
C -37.92434 -11.65083 16.09270 1.05 0.09 -0.01 -0.681
O -36.77266 -12.46278 16.14422 1.30 -1.10 0.69 -0.213
C -35.45312 -11.84124 16.16985 -0.18 -0.31 -0.22 -0.800
C -34.32817 -12.99194 16.04547 -3.07 0.19 -1.33 -0.569
N -32.99734 -12.77895 16.50232 -0.19 1.03 0.45 1.126
C -32.42068 -11.58184 15.93224 1.02 0.09 0.21 -1.089
C -30.93939 -11.49152 16.32987 -1.56 -0.37 -0.19 0.480
O -30.47511 -10.28299 15.82508 0.66 0.76 -0.49 -0.572
C -29.10883 -10.15657 16.11466 0.95 -0.49 0.88 0.018
H -38.77739 -12.32092 15.98602 0.07 0.11 -0.12 0.211
H -37.81601 -10.98209 15.23880 -0.43 0.25 -0.17 0.363
H -38.04016 -11.06464 17.00434 -0.09 0.12 0.09 0.142
H -35.28720 -11.22150 17.05104 -0.13 -0.27 0.57 -0.064
H -35.52316 -11.10637 15.36788 0.77 -0.05 -0.50 0.738
H -34.32114 -13.28738 14.99630 -0.04 0.20 -0.57 0.824
H -34.84433 -13.84481 16.48627 0.42 -0.16 0.62 -0.322
H -32.45439 -13.57585 16.20190 -0.16 -0.18 0.33 -0.666
H -32.91378 -10.67998 16.29499 -0.18 0.00 0.12 0.346
H -32.47423 -11.56455 14.84370 -0.11 0.02 -0.38 0.504
H -30.40513 -12.34985 15.92252 0.32 -0.07 -0.18 0.301
H -30.86233 -11.57605 17.41385 0.12 0.22 0.31 -0.418
H -28.97437 -10.20488 17.19526 0.00 0.24 0.31 -0.464
H -28.57887 -9.26394 15.78233 -0.82 0.28 -0.40 0.333
H -28.52082 -11.00474 15.76400 -0.06 -0.27 -0.44 0.359
C -35.76344 -23.63693 19.65600 0.61 -0.84 0.24 -0.788
O -35.18968 -22.42204 20.05909 0.21 -0.02 -1.32 -0.289
C -36.06747 -21.54380 20.67347 -0.28 1.53 0.91 -0.817
C -35.37599 -20.16204 20.99767 -0.38 -1.50 -0.23 -0.091
N -34.59876 -20.27351 22.23052 -0.54 1.24 0.73 -0.419
C -34.04393 -18.95389 22.69645 -0.66 -0.58 -0.04 -0.744
C -35.18359 -17.92428 23.04629 1.14 -0.52 -0.47 -0.952
O -35.56281 -17.24018 21.88509 0.39 -0.72 -0.77 0.238
C -36.43003 -16.19681 22.12827 -0.20 0.54 -0.79 -0.592
H -36.00990 -24.21833 20.54444 -0.03 -0.32 0.12 0.311
H -35.02140 -24.16574 19.05780 0.26 -0.05 0.32 0.260
H -36.64287 -23.67405 19.01309 -0.40 1.06 -0.01 0.313
H -36.45460 -22.01077 21.57910 0.25 0.13 0.67 0.385
H -36.99753 -21.36876 20.13270 0.08 0.10 -0.91 0.376
H -36.15248 -19.39721 21.01157 -0.04 -0.09 0.73 0.190
H -34.75482 -19.82009 20.16982 0.21 -0.31 -0.50 0.178
H -33.84053 -20.92384 22.08132 0.11 0.01 -0.03 0.320
H -33.31852 -18.61327 21.95762 -0.44 0.81 -0.25 0.353
H -33.37818 -19.10451 23.54627 -0.46 -0.25 0.38 0.400
H -34.88259 -17.15824 23.76090 0.49 -0.22 0.38 0.539
H -36.08233 -18.40714 23.42998 0.08 -0.54 0.34 0.489
H -36.81666 -15.96721 21.13535 -0.25 0.48 0.10 0.079
H -35.89473 -15.33676 22.53060 0.00 0.25 0.17 0.003
H -37.26755 -16.44927 22.77860 -0.13 -0.20 0.22 0.363